1.
{"formula": "C5H9NO", "method": "ωB97M-V/def2-TZVPD", "elements": ["C", "N", "C", "C", "O", "C", "C", "H", "H", "H", "H", "H", "H", "H", "H", "H"], "positions_angstrom": [[2.19514, -0.28002, -2.17695], [0.95407, -0.01378, -1.50804], [0.62311, -0.70810, -0.50623], [-0.75305, -0.45055, -0.02728], [-1.40056, -1.26907, 0.93208], [-0.94356, 0.01513, 1.34081], [-1.88765, 1.13381, 1.67910], [2.83516, 0.60726, -2.20785], [1.90844, -0.51501, -3.20584], [2.74334, -1.13225, -1.75086], [1.28431, -1.41368, 0.02641], [-1.39013, -0.09633, -0.83614], [-0.06073, -0.06078, 1.97720], [-2.58882, 0.85624, 2.46940], [-1.28020, 1.97268, 2.03517], [-2.44851, 1.47286, 0.80329]], "lowdin_charge": [-0.143, -0.023, -0.127, -0.265, 0.005, -0.317, -0.033, 0.076, 0.078, 0.073, 0.138, 0.150, 0.143, 0.081, 0.083, 0.082], "smiles": "C/N=C/[C@H]1O[C@@H]1C", "charge": 0, "spin_multiplicity": 1}

2.
{"formula": "C5H9NO", "method": "ωB97M-V/def2-TZVPD", "elements": ["C", "C", "C", "C", "N", "C", "O", "H", "H", "H", "H", "H", "H", "H", "H", "H"], "positions_angstrom": [[-1.16511, -0.77776, 0.78244], [-0.25890, 0.25020, 0.07449], [-0.23325, 0.03971, -1.46735], [-0.68136, 1.62790, 0.40588], [-0.88485, 2.72777, 0.70701], [1.20021, 0.13187, 0.65520], [1.90992, -0.96292, 0.13127], [-0.71829, -1.76772, 0.64721], [-1.22223, -0.57085, 1.85767], [-2.18788, -0.79579, 0.38799], [-0.94982, -0.72573, -1.78342], [0.74485, -0.33506, -1.78029], [-0.41729, 0.95731, -2.03418], [1.72294, 1.09116, 0.50290], [1.12331, -0.05342, 1.73356], [2.01777, -0.83667, -0.82039]], "lowdin_charge": [-0.043, -0.492, -0.011, -0.195, 0.163, -0.215, -0.054, 0.092, 0.090, 0.089, 0.090, 0.063, 0.091, 0.130, 0.131, 0.070], "smiles": "CC(C)(C#N)CO", "charge": 0, "spin_multiplicity": 1}

3.
{"formula": "C5H9NO", "method": "ωB97M-V/def2-TZVPD", "elements": ["C", "C", "C", "C", "C", "N", "O", "H", "H", "H", "H", "H", "H", "H", "H", "H"], "positions_angstrom": [[-1.69099, -1.16141, -0.04302], [-0.56141, -0.31308, -0.60080], [-0.67447, 1.23455, -0.41813], [0.61585, 1.20224, 0.43350], [0.80364, -0.22950, 0.06069], [1.76521, -1.04194, 0.18626], [2.89610, -0.32464, 0.61089], [-2.56258, -1.07019, -0.70200], [-1.99805, -0.83721, 0.95878], [-1.40374, -2.21531, 0.00368], [-0.37432, -0.57907, -1.64435], [-0.60857, 1.76722, -1.37318], [-1.55352, 1.61092, 0.11464], [0.35118, 1.00879, 1.48311], [1.40880, 1.94603, 0.30027], [3.58687, -0.99739, 0.62966]], "lowdin_charge": [-0.062, -0.292, -0.124, -0.100, -0.311, 0.044, -0.076, 0.078, 0.081, 0.078, 0.139, 0.107, 0.104, 0.134, 0.115, 0.085], "smiles": "C[C@H]1CC/C1=N\\O", "charge": 0, "spin_multiplicity": 1}

4.
{"formula": "C5H9NO", "method": "ωB97M-V/def2-TZVPD", "elements": ["C", "C", "C", "N", "C", "C", "O", "H", "H", "H", "H", "H", "H", "H", "H", "H"], "positions_angstrom": [[0.89886, 1.85635, -0.51343], [0.10813, 0.68027, 0.04588], [0.52455, 0.36433, 1.42749], [0.83366, 0.07844, 2.50576], [0.14933, -0.59285, -0.77164], [-0.99404, -1.64633, -0.12243], [-1.76298, -1.22144, 0.97212], [0.55532, 2.06906, -1.52906], [1.97067, 1.64251, -0.54756], [0.73888, 2.74582, 0.10076], [-0.95166, 0.93279, 0.10977], [-0.11800, -0.44271, -1.81701], [1.21233, -0.96299, -0.80505], [-0.11312, -2.20938, 0.01808], [-1.72194, -1.90279, -0.89366], [-1.33000, -1.39108, 1.81997]], "lowdin_charge": [-0.061, -0.399, -0.202, 0.160, -0.137, -0.206, -0.068, 0.083, 0.087, 0.084, 0.143, 0.102, 0.127, 0.083, 0.116, 0.087], "smiles": "C[C@H](C#N)CCO", "charge": 0, "spin_multiplicity": 1}

5.
{"formula": "C5H9NO", "method": "ωB97M-V/def2-TZVPD", "elements": ["C", "C", "C", "C", "C", "H", "H", "H", "H", "H", "H", "H", "H", "H", "N", "O"], "positions_angstrom": [[0.60619, -0.45426, -0.44371], [-0.11213, 0.80246, -0.26511], [-1.48333, 0.34336, -0.68247], [-0.30815, -0.93123, 0.65279], [-0.17470, 0.56604, 1.22991], [2.63368, -1.05453, -0.26753], [2.30490, 0.42138, -0.83983], [0.39998, -1.06273, -1.36480], [0.12480, 1.76316, -0.58166], [-2.32519, 1.05258, -0.43752], [-1.69321, -0.01310, -1.74040], [-0.15955, -1.79073, 1.18828], [-0.98888, 0.80776, 1.96298], [0.84600, 0.74991, 1.71697], [1.97117, -0.24048, -0.15120], [-1.64159, -0.95959, 0.02331]], "lowdin_charge": [-0.388, -0.281, -0.147, -0.206, -0.045, 0.112, 0.081, 0.164, 0.130, 0.131, 0.136, 0.117, 0.125, 0.127, 0.051, -0.108], "charge": 0, "spin_multiplicity": 1}

6.
{"formula": "C5H9NO", "method": "ωB97M-V/def2-TZVPD", "elements": ["C", "C", "C", "C", "N", "C", "H", "H", "H", "H", "H", "H", "H", "O", "H", "H"], "positions_angstrom": [[0.06094, 2.17835, 1.98368], [0.46438, 1.16927, 0.97015], [1.32393, 0.05422, 1.21176], [1.63492, -0.55380, 0.00887], [1.07198, 0.24361, -0.98046], [0.36838, 1.25356, -0.39979], [-0.29533, 1.85376, 2.97237], [0.84873, 2.87891, 2.20710], [-0.79964, 2.80226, 1.60538], [1.58246, -0.45584, 2.13585], [2.26299, -1.39903, -0.17328], [1.07942, 0.01646, -1.95717], [-0.33856, 1.86731, -0.94470], [-3.62111, -3.33151, -2.20812], [-3.33344, -2.90724, -1.39442], [-3.07204, -4.09087, -2.42604]], "lowdin_charge": [-0.076, -0.303, -0.073, -0.118, 0.003, -0.110, 0.074, 0.065, 0.087, 0.099, 0.096, 0.139, 0.118, -0.064, 0.032, 0.031], "smiles": "Cc1cc[nH]c1.O", "charge": 0, "spin_multiplicity": 1}

The following gap between HOMO and LUMO values (in eV) correspond, in order, to the records above: 10.840; 11.415; 10.397; 10.707; 10.051; 8.923.
The following LUMO values (in Eh) correspond, in order, to the records above: 0.0423; 0.0216; 0.0398; 0.0315; 0.0376; 0.0266.
The following highest occupied orbital energy values (in eV) correspond, in order, to the records above: -9.687; -10.826; -9.314; -9.849; -9.027; -8.200.